(1)
The following is a DFT calculation (ωB97M-V/def2-TZVPD) of an isolated molecule of C22H26N2O4.

Last column: Löwdin charge in e.
Geometry (Å):
C  2.327  -1.138  1.232  -0.0417
C  1.573  0.106  1.687  -0.2217
O  1.843  1.218  0.840  -0.0908
C  3.056  1.835  1.025  -0.2153
C  3.359  2.462  2.230  -0.0022
C  4.571  3.101  2.407  -0.0672
C  5.513  3.109  1.390  -0.0736
C  5.228  2.483  0.193  -0.0059
C  4.002  1.855  -0.008  -0.0499
C  3.777  1.160  -1.302  -0.4304
O  4.633  0.557  -1.898  0.1321
O  2.514  1.290  -1.723  0.0039
C  2.109  0.557  -2.869  -0.0431
C  0.761  -0.147  -2.646  -0.4411
O  0.353  -0.952  -3.456  0.0713
N  0.141  0.250  -1.519  0.1484
C  -1.112  -0.138  -1.025  -0.2238
C  -1.635  0.566  0.057  -0.0362
C  -2.854  0.224  0.599  -0.0180
C  -3.608  -0.842  0.090  -0.2284
N  -4.858  -1.124  0.618  -0.1086
C  -5.728  -2.089  -0.018  -0.1773
C  -5.475  -3.515  0.484  -0.1790
C  -5.657  -3.554  1.999  -0.2082
C  -4.769  -2.498  2.653  -0.1752
C  -5.061  -1.118  2.052  -0.1700
C  -3.074  -1.526  -1.008  -0.0139
C  -1.855  -1.183  -1.558  -0.0020
H  2.052  -1.392  0.211  0.0760
H  3.402  -0.967  1.272  0.0823
H  2.080  -1.974  1.880  0.0799
H  0.495  -0.055  1.614  0.1072
H  1.829  0.344  2.726  0.1153
H  2.627  2.458  3.025  0.1191
H  4.781  3.593  3.345  0.1070
H  6.463  3.600  1.533  0.1045
H  5.949  2.464  -0.610  0.1234
H  2.871  -0.187  -3.128  0.1364
H  2.000  1.244  -3.716  0.1474
H  0.638  0.925  -0.946  0.1212
H  -1.084  1.403  0.463  0.1136
H  -3.235  0.816  1.417  0.1039
H  -5.620  -2.022  -1.100  0.1149
H  -6.758  -1.805  0.231  0.1243
H  -6.166  -4.207  -0.002  0.1102
H  -4.456  -3.815  0.233  0.1081
H  -5.412  -4.545  2.385  0.1074
H  -6.702  -3.348  2.245  0.1112
H  -4.937  -2.473  3.731  0.1086
H  -3.718  -2.743  2.476  0.1165
H  -4.426  -0.370  2.522  0.1025
H  -6.106  -0.849  2.245  0.1252
H  -3.604  -2.353  -1.451  0.0991
H  -1.473  -1.730  -2.403  0.1028

Atoms 1-3, force components in eV/Å:
C -0.1 0.4 0.0
C 0.0 -0.6 0.2
O 0.1 0.4 0.0

SMILES = CCOc1ccccc1C(=O)OCC(=O)Nc1ccc(N2CCCCC2)cc1
ΔE to the lowest compared entry with this formula, charge and spin = 172.2 kJ/mol
HOMO level = -7.3 eV

(2)
The following is a DFT calculation (ωB97M-V/def2-TZVPD) of an isolated molecule of C22H26N2O5S.

Last column: Löwdin charge in e.
Geometry (Å):
C  -2.522  5.840  -1.012  -0.0496
C  -1.526  4.879  -1.581  -0.2678
C  -0.958  5.143  -2.844  -0.0377
C  -0.048  4.293  -3.402  -0.0050
C  0.347  3.123  -2.720  -0.2113
N  1.248  2.311  -3.305  0.1761
C  1.620  1.229  -2.683  -0.2269
C  1.131  0.845  -1.407  -0.0864
C  0.211  1.660  -0.790  -0.0009
C  -0.350  1.297  0.540  -0.4302
O  -1.520  1.121  0.781  0.1172
O  0.625  1.176  1.445  0.0449
C  0.291  0.756  2.767  -0.0393
C  0.687  -0.719  2.925  -0.4228
O  1.856  -1.008  3.105  0.0717
N  -0.274  -1.667  2.824  -0.0375
C  -1.688  -1.384  2.661  -0.0191
C  0.208  -3.039  2.988  -0.3081
C  0.744  -3.595  1.651  -0.1594
C  -0.437  -3.918  0.767  -0.1931
S  -1.580  -4.711  1.952  0.6834
O  -2.922  -4.221  1.779  -0.3284
O  -1.394  -6.133  1.940  -0.3114
C  -0.835  -4.016  3.483  -0.1404
C  -0.219  2.846  -1.446  -0.0734
C  -1.151  3.748  -0.900  0.0237
C  1.616  -0.475  -0.897  -0.1212
C  1.429  -1.521  -2.002  -0.1751
C  2.153  -1.135  -3.305  -0.1725
C  2.630  0.325  -3.311  -0.1235
H  -3.366  5.955  -1.692  0.0833
H  -2.894  5.495  -0.051  0.0757
H  -2.067  6.821  -0.879  0.0834
H  -1.258  6.038  -3.370  0.1133
H  0.393  4.486  -4.367  0.1118
H  -0.762  0.956  2.972  0.1211
H  0.933  1.336  3.433  0.1436
H  -2.219  -2.268  2.320  0.0577
H  -2.130  -1.061  3.609  0.1089
H  -1.848  -0.603  1.919  0.0740
H  1.050  -2.971  3.689  0.1517
H  1.423  -2.871  1.202  0.1109
H  1.304  -4.509  1.858  0.1313
H  -0.926  -3.039  0.359  0.1007
H  -0.213  -4.631  -0.018  0.1075
H  -0.374  -4.852  3.999  0.1122
H  -1.612  -3.578  4.098  0.1095
H  -1.585  3.532  0.065  0.1155
H  2.674  -0.397  -0.634  0.1392
H  1.074  -0.779  -0.002  0.0962
H  0.358  -1.617  -2.194  0.1161
H  1.786  -2.489  -1.647  0.1032
H  3.018  -1.781  -3.460  0.1069
H  1.478  -1.286  -4.148  0.1103
H  2.835  0.659  -4.328  0.1164
H  3.557  0.404  -2.735  0.1235

Atoms 1-3, force components in eV/Å:
C 0.0 0.0 0.0
C 0.0 -0.2 0.3
C 0.2 -0.1 -0.2

SMILES = Cc1ccc2nc3c(c(C(=O)OCC(=O)N(C)[C@@H]4CCS(=O)(=O)C4)c2c1)CCCC3
ΔE to the lowest compared entry with this formula, charge and spin = 79.8 kJ/mol
HOMO level = -8.7 eV

Let's list orbital gap in order: 7.858 8.735 eV.
Let's list E in order: -1264.4334 -1737.8664 hartree.